No. 1
Below is a structure of composition C14H29EuN3O4P at a distorted geometry, with properties calculated with ωB97M-V/def2-TZVPD.

```
! RIJCOSX wB97M-V def2-TZVPD def2/J DEFGRID3
* xyz 3 8
Eu -0.03301 -0.35066 0.74825
C 0.53559 -0.94617 3.87613
C -0.97686 -1.00000 3.87470
O -1.42431 -1.21530 2.51920
C -2.78341 -0.80932 2.22073
C -2.89764 0.69475 2.12023
O -1.87421 1.16471 1.21611
C -1.58450 2.57681 1.29845
C -0.32498 2.84840 0.50946
O 0.73450 1.91052 0.82691
C 1.55446 2.14234 1.99980
C 1.08715 1.36206 3.20864
O 1.03958 -0.04139 2.85992
H 0.97128 -1.91923 3.65290
H 0.90186 -0.63360 4.85489
H -1.40682 -0.06948 4.24926
H -1.32182 -1.81938 4.50767
H -3.46759 -1.20169 2.97414
H -3.03693 -1.28923 1.27379
H -2.74873 1.17760 3.08901
H -3.88228 0.97876 1.74524
H -1.46806 2.84376 2.35213
H -2.41759 3.15333 0.89188
H 0.02188 3.86597 0.69246
H -0.50101 2.74060 -0.56046
H 1.57818 3.20989 2.22328
H 2.56407 1.83666 1.72706
H 0.09778 1.68203 3.54492
H 1.79692 1.51606 4.02408
C 3.68671 -4.82675 -1.53712
N 3.87023 -3.47794 -2.27535
C 3.15773 -3.58240 -3.65234
N 1.79721 -3.94650 -3.47999
C 1.68530 -5.21504 -2.75691
N 2.30785 -5.15008 -1.43114
C 1.58468 -4.25743 -0.52067
P 1.51625 -2.50985 -1.13250
C 3.33402 -2.32686 -1.46603
C 0.99911 -2.87667 -2.86755
H 4.16433 -4.71227 -0.56548
H 4.22087 -5.55694 -2.14368
H 4.86817 -3.32463 -2.43477
H 3.71069 -4.34678 -4.19653
H 3.27266 -2.61094 -4.12979
H 2.18164 -5.99294 -3.33657
H 0.63410 -5.47078 -2.64349
H 2.04870 -4.29068 0.46738
H 0.56457 -4.63023 -0.40735
H 3.90344 -2.28148 -0.53702
H 3.53409 -1.41535 -2.03091
H 1.07317 -1.97346 -3.47715
H -0.05110 -3.17560 -2.87011
*
```

Results
Gap between HOMO and LUMO (spin up / spin down) in eV: 8.88 / 9.26
Calculated total energy in eV: -56241.1232

No. 2
Below is a cluster of 5 separate species, C16H43BNO10S2 in total at a distorted geometry, with properties calculated with ωB97M-V/def2-TZVPD.

```
! RIJCOSX wB97M-V def2-TZVPD def2/J DEFGRID3
* xyz -1 1
C 6.04869 -3.14778 0.64118
C 6.30827 -2.62903 -0.90287
B 5.67984 -1.12601 -1.13494
O 5.59801 -0.61230 -2.54512
S 5.00724 0.01063 0.20650
O 6.01147 0.00208 1.42372
O 4.99784 1.46347 -0.32538
N 3.45758 -0.60056 0.72959
S 2.15742 -0.12249 -0.33521
O 2.37247 -0.48091 -1.82891
O 1.95985 1.44174 -0.25123
C 0.53226 -0.83741 0.37124
O -0.05380 -1.88472 -0.47954
C 0.73558 -3.13610 -0.43672
H 4.91217 -3.05835 0.93242
H 6.35220 -4.29983 0.67524
H 6.67775 -2.53765 1.45011
H 5.76753 -3.34543 -1.68996
H 7.46957 -2.59354 -1.17477
H 4.82242 -1.14619 -2.93041
H 0.72692 -1.15143 1.48182
H -0.26717 0.04744 0.40903
H 1.12190 -3.30783 -1.55134
H 1.63707 -3.06471 0.32839
H 0.08187 -4.08589 -0.15635
C 2.18483 -7.06504 1.80856
C 2.82828 -6.38578 0.61023
C 4.28437 -6.79541 0.45682
O 2.74986 -4.97178 0.77041
H 2.69388 -6.78519 2.73775
H 1.14069 -6.75148 1.91389
H 2.21502 -8.15447 1.70816
H 2.27555 -6.64370 -0.29968
H 4.86790 -6.50599 1.33805
H 4.73797 -6.28939 -0.40218
H 4.37759 -7.87675 0.31583
H 3.23800 -4.73361 1.57604
C -2.61752 4.09542 1.15244
C -1.76194 2.94281 0.65155
C -2.12230 2.56485 -0.77632
O -1.94772 1.81307 1.50031
H -3.67919 3.82393 1.15325
H -2.35565 4.34853 2.18539
H -2.48500 4.98537 0.52931
H -0.70358 3.22073 0.70279
H -3.16639 2.23907 -0.84394
H -1.50711 1.72601 -1.11923
H -1.97490 3.40885 -1.45735
H -2.88477 1.55926 1.46108
C -1.67466 4.09446 -4.80245
C -2.15735 2.66704 -4.60023
C -1.85141 1.80164 -5.81225
O -3.56327 2.67250 -4.36663
H -2.17425 4.55935 -5.65985
H -1.91249 4.70874 -3.92738
H -0.59340 4.12575 -4.96904
H -1.67925 2.23917 -3.71235
H -2.35726 2.18518 -6.70547
H -2.21542 0.78025 -5.65751
H -0.77545 1.76409 -6.00915
H -3.99605 3.05082 -5.14996
C -7.35487 4.63305 4.64860
C -6.53597 3.59271 3.90126
C -5.18662 3.36829 4.56487
O -6.33557 4.02512 2.55810
H -6.84133 5.60101 4.66114
H -8.31828 4.79325 4.15281
H -7.53987 4.32235 5.68161
H -7.08871 2.64776 3.86234
H -4.59615 4.29137 4.57444
H -4.60324 2.62623 4.00925
H -5.30652 3.01960 5.59536
H -5.84543 4.86368 2.58288
*
```

Results
Gap between HOMO and LUMO in eV: 7.75
Calculated total energy in eV: -61597.9092

No. 3
Below is a cluster of 6 separate species, C5H24N2O5S in total at a distorted geometry, with properties calculated with ωB97M-V/def2-TZVPD.

```
! RIJCOSX wB97M-V def2-TZVPD def2/J DEFGRID3
* xyz 0 1
C 2.83742 -1.15014 1.85616
N 2.29482 -1.22535 0.50868
C 0.99320 -1.88966 0.53312
C 0.03601 -1.52976 -0.65367
N 0.57802 -0.36409 -1.42732
C -1.34058 -1.11176 -0.12644
C -2.59716 -1.88764 -0.52666
S -4.02638 -1.10609 0.28017
H 3.79602 -0.61779 1.79538
H 2.32415 -0.34355 2.39106
H 2.93660 -2.09073 2.38761
H 2.97428 -1.72964 -0.04055
H 0.50811 -1.56221 1.41739
H 1.08618 -2.97833 0.61582
H 0.06949 -2.24170 -1.47952
H 0.36248 0.52001 -0.98325
H 1.58565 -0.42684 -1.47874
H -1.37759 -1.15353 0.96709
H -1.42199 -0.03341 -0.25904
H -2.78380 -1.84943 -1.58305
H -2.47077 -2.93256 -0.24882
H -3.92958 -1.77462 1.43800
O 1.26665 3.77280 -0.06148
H 0.61128 4.42501 0.20690
H 1.16928 3.67769 -1.02630
O -2.28005 0.93010 3.23548
H -2.23492 1.47541 2.44554
H -1.51852 1.11497 3.77638
O -1.21211 1.30216 -3.02005
H -2.04637 0.86484 -2.83314
H -0.54318 0.65693 -2.73733
O 1.31881 2.26737 -2.33681
H 1.90241 1.85714 -2.98478
H 0.56955 2.54991 -2.88026
O -0.12421 1.63654 1.12512
H 0.36434 0.82788 1.29777
H 0.32246 2.12005 0.40952
*
```

Results
Structure (SMILES): CNC[C@H](N)CCS.O.O.O.O.O
Gap between HOMO and LUMO in eV: 9.46
Energy relative to the best compared isomer or geometry (same formula, charge and spin) in kcal per mole: 36.7
Calculated total energy in eV: -29626.6820

No. 4
Below is a structure of composition C48H59BN11OSSc at a distorted geometry, with properties calculated with ωB97M-V/def2-TZVPD.

```
! RIJCOSX wB97M-V def2-TZVPD def2/J DEFGRID3
* xyz 0 1
Sc -0.39150 0.60331 1.07020
C 0.81705 1.71475 5.23287
C 1.59901 2.88107 5.10327
C 1.86360 3.36283 3.86779
C 1.15246 2.83958 2.70605
N 0.34876 1.77976 2.90398
C 0.18352 1.18423 4.13179
N 1.39695 3.54306 1.54277
C 0.57895 3.54060 0.53242
N -0.48078 2.73392 0.23042
C -1.22483 3.32295 -0.77823
N -2.50824 3.16029 -1.03839
C -3.26991 2.10491 -0.81268
C -4.68153 2.21411 -1.10856
C -5.47747 1.12138 -1.08821
C -4.87427 -0.14754 -0.84597
C -3.52868 -0.16851 -0.48980
N -2.74654 0.92668 -0.35562
C -0.41244 4.39984 -1.36007
C -0.57778 5.22905 -2.47817
C 0.42253 6.18331 -2.76139
C 1.60371 6.18775 -1.98833
C 1.74166 5.42991 -0.83800
C 0.67429 4.59524 -0.48886
H 0.66331 1.29536 6.19220
H 2.10207 3.27938 5.98502
H 2.53801 4.21847 3.69001
H -0.41311 0.25024 4.10902
H -5.02710 3.22031 -1.45888
H -6.50748 1.20988 -1.44251
H -5.42336 -1.07780 -0.97845
H -3.08300 -1.10463 -0.20030
H -1.55449 5.15231 -3.01680
H 0.36754 6.92301 -3.57354
H 2.43747 6.79547 -2.35710
H 2.66170 5.55158 -0.28459
C 2.94923 -1.38369 4.34758
C 2.73409 -0.82493 2.91856
C 3.63108 -0.02648 2.23339
C 3.00667 0.32619 0.99873
N 1.76019 -0.09483 0.97265
N 1.62542 -0.96007 2.17681
B 0.91038 -2.43598 1.92597
N -0.67647 -2.18472 1.81141
N -1.34028 -0.98387 2.29923
C -2.54026 -1.36604 2.73857
C -2.76816 -2.75726 2.51494
C -1.61306 -3.18531 1.84578
C -1.40790 -4.61642 1.41205
C -3.51743 -0.48466 3.52473
C -3.38792 -0.70525 4.98898
C -4.89700 -1.01878 3.03926
C -3.35168 0.98442 3.17208
N 1.48726 -3.07801 0.63210
N 0.87054 -2.77682 -0.60860
C 1.59460 -3.35627 -1.55987
C 2.80635 -3.91979 -0.96444
C 2.64622 -3.71060 0.46125
C 3.54185 -4.24955 1.54124
C 1.16624 -3.50236 -2.97469
C 1.35781 -4.98000 -3.29520
C 2.10551 -2.67031 -3.97779
C -0.21880 -2.85629 -3.20987
C 3.79139 0.92267 -0.18815
C 5.05438 0.04919 -0.36966
C 2.92600 0.98598 -1.41921
C 4.38831 2.38577 0.05145
H 4.04769 -1.43852 4.49372
H 2.44632 -2.35295 4.51686
H 2.53887 -0.59480 4.96245
H 4.63950 0.14423 2.45889
H 1.21601 -3.12335 2.84719
H -3.57326 -3.34362 2.89859
H -0.77046 -5.17340 2.11024
H -0.95920 -4.64913 0.41712
H -2.42240 -5.09367 1.38524
H -3.40789 -1.77677 5.31523
H -4.08611 -0.10950 5.55094
H -2.47389 -0.28100 5.37797
H -4.93999 -1.04257 1.97561
H -5.20748 -2.00082 3.31276
H -5.65822 -0.30764 3.41860
H -2.27992 1.34693 3.23021
H -3.98888 1.66044 3.78757
H -3.64718 1.06561 2.13088
H 3.81584 -4.23986 -1.37677
H 2.97696 -4.69435 2.36684
H 4.29225 -3.50570 1.86582
H 4.11114 -5.05598 1.08815
H 2.39304 -5.32524 -3.22928
H 0.93737 -5.34899 -4.23644
H 0.85818 -5.57245 -2.45746
H 3.10834 -3.07931 -4.00706
H 2.08871 -1.68835 -3.60434
H 1.70096 -2.73863 -4.99861
H -0.96670 -3.20414 -2.52002
H -0.64816 -3.10466 -4.17131
H -0.20094 -1.73998 -3.07738
H 4.85757 -0.80729 -1.05621
H 5.57434 -0.26052 0.57200
H 5.79718 0.60027 -0.99511
H 2.30306 0.05920 -1.57926
H 3.51688 1.20955 -2.26551
H 2.23385 1.89148 -1.28154
H 4.75480 2.53551 1.07856
H 3.59137 3.17393 -0.04651
H 5.23649 2.52347 -0.66518
O -0.37987 -0.43668 -0.80541
H 0.05729 -1.33865 -0.81611
H -0.71655 -0.02779 -1.62050
S -0.07504 0.72881 -3.52600
C -1.42117 0.90359 -4.56873
C -2.10107 2.18504 -4.64391
C -3.03291 2.55993 -5.62886
C -3.34354 1.60525 -6.61844
C -2.79801 0.30274 -6.50753
C -1.88170 -0.01970 -5.53490
H -1.96643 2.92617 -3.85527
H -3.24384 3.58363 -5.68228
H -4.09297 1.83821 -7.42237
H -3.00658 -0.34689 -7.33626
H -1.40828 -1.00300 -5.61959
*
```

Results
Gap between HOMO and LUMO in eV: 4.67
Calculated total energy in eV: -101388.6451

No. 5
Below is a cluster of 10 separate species, C44H88O15S9 in total at a distorted geometry, with properties calculated with ωB97M-V/def2-TZVPD.

```
! RIJCOSX wB97M-V def2-TZVPD def2/J DEFGRID3
* xyz 0 1
C -0.59998 1.85945 4.31045
C -1.61679 0.62599 3.81698
C -3.05664 0.94823 4.60673
C -1.14517 -0.85224 4.37619
C -1.97165 0.67389 2.21922
C -0.87245 -0.02569 1.22906
C 0.69598 0.21571 1.63597
C -1.07083 0.71355 -0.25896
C -1.13461 -1.63461 0.94091
C -0.16362 -2.32463 -0.22247
C -0.25870 -3.89646 -0.68172
C -1.36128 -4.84835 0.07279
O -1.47810 -6.28569 -0.25585
C -0.20277 -6.94228 0.06890
C 0.16808 -6.99005 1.66490
O 1.62865 -7.05883 1.90983
C 2.21661 -5.72080 2.08200
C 3.03381 -5.54840 3.52571
C 3.64671 -4.04199 3.75143
C 5.09319 -3.67576 3.48113
C 6.19083 -4.78091 2.92739
C 6.30482 -4.55707 1.30721
O 5.76012 -3.43285 0.78201
O 7.00891 -5.52860 0.43342
C 5.68989 -2.14154 3.74452
O 7.01281 -1.83804 3.63457
C 4.71704 -0.88451 4.20495
C 3.28064 -1.23640 4.49564
C 2.71320 -2.78852 4.33865
O 1.44965 -3.02193 4.73448
C -2.35464 -4.17329 1.21978
C -2.27413 -2.56347 1.66524
H 0.46473 1.35539 4.48017
H -0.95609 2.36909 5.30732
H -0.42476 2.64872 3.43655
H -3.99917 0.61729 3.96253
H -3.12235 2.13933 4.65574
H -3.07086 0.47976 5.69316
H -0.71806 -0.75162 5.46527
H -0.46566 -1.45800 3.64206
H -2.15067 -1.48650 4.48570
H -3.01158 0.11820 2.05710
H -2.11257 1.81846 1.90972
H 1.33751 -0.07542 0.67238
H 0.96934 1.33025 1.89629
H 1.09970 -0.45788 2.50297
H -2.08979 0.28919 -0.68041
H -1.21824 1.86756 -0.12330
H -0.23949 0.41047 -1.02807
H 0.63382 -1.64343 -0.76641
H 0.47081 -4.27344 -1.53566
H 0.73252 -6.50040 -0.48969
H -0.31254 -8.07397 -0.28728
H -0.31793 -7.99184 2.09053
H -0.27674 -6.11951 2.30824
H 3.05880 -5.60853 1.24484
H 1.47187 -4.83005 1.91124
H 2.24979 -5.72009 4.40734
H 3.87777 -6.35355 3.65505
H 5.96959 -5.88276 3.26061
H 7.22794 -4.47589 3.39616
H 7.34229 -5.00063 -0.36861
H 5.14784 0.20818 4.33115
H 2.59237 -0.33214 4.83803
H -3.12746 -4.93443 1.71763
H -2.98507 -2.10749 2.48722
C 5.71240 -6.00525 -3.31699
S 5.18210 -4.34727 -3.80755
O 4.24245 -4.49905 -4.96702
C 6.78165 -3.82254 -4.46917
H 4.85136 -6.53712 -2.90496
H 6.09209 -6.54956 -4.18483
H 6.48912 -5.92996 -2.55211
H 7.09653 -4.49909 -5.26747
H 7.52451 -3.81637 -3.66795
H 6.67739 -2.81115 -4.87216
C -2.68247 4.62738 -2.16767
S -3.71547 3.19065 -2.54114
O -3.15094 2.02175 -1.78924
C -3.19955 3.02729 -4.26705
H -2.81704 4.88710 -1.11483
H -1.63153 4.39119 -2.35026
H -2.99074 5.47155 -2.78924
H -2.11713 2.88783 -4.32246
H -3.49135 3.92203 -4.82216
H -3.69925 2.15571 -4.69928
C -5.55118 2.33069 8.35834
S -5.61715 3.58169 7.05396
O -4.60096 3.20545 6.01658
C -4.91472 4.92477 8.04105
H -5.91325 1.38411 7.94976
H -4.52296 2.20484 8.70550
H -6.19319 2.63359 9.18905
H -3.92481 4.64181 8.40734
H -5.57675 5.14555 8.88178
H -4.82632 5.81276 7.40872
C 0.53720 8.04311 -3.41755
S -0.80846 7.49530 -4.49453
O -1.61326 6.48472 -3.73204
C 0.23629 6.59011 -5.66104
H 0.10795 8.60552 -2.58480
H 1.08111 7.17933 -3.02816
H 1.21469 8.69121 -3.97878
H 0.79839 5.81410 -5.13569
H 0.92331 7.28408 -6.15121
H -0.40506 6.12471 -6.41487
C -5.58535 -2.99501 7.79756
S -6.47771 -1.54288 8.40234
O -5.45602 -0.54135 8.85338
C -7.15239 -2.33515 9.88178
H -5.05047 -2.71856 6.88569
H -4.86808 -3.33403 8.54869
H -6.29614 -3.79325 7.57036
H -6.34005 -2.71404 10.50684
H -7.81348 -3.15424 9.58871
H -7.72557 -1.59265 10.44423
C -3.92221 6.08131 -7.42400
S -2.59294 5.64435 -8.56979
O -1.99384 6.92376 -9.07434
C -3.66799 4.99669 -9.87226
H -3.47912 6.54484 -6.53921
H -4.60795 6.78799 -7.89725
H -4.46062 5.17828 -7.12623
H -4.36913 5.76926 -10.19738
H -4.21446 4.12810 -9.49708
H -3.04583 4.69322 -10.71902
C 3.62057 2.64723 -5.80829
S 2.04516 3.31445 -5.22206
O 2.35196 4.32440 -4.15611
C 1.49258 1.80311 -4.39615
H 4.16108 3.44113 -6.32946
H 4.21781 2.29817 -4.96268
H 3.43409 1.82330 -6.50139
H 2.21876 1.50524 -3.63584
H 1.37350 1.00593 -5.13382
H 0.52850 1.99943 -3.91846
C 7.43418 -5.77286 -10.23226
S 6.54183 -4.32073 -9.62748
O 7.56352 -3.31920 -9.17644
C 5.86715 -5.11300 -8.14804
H 7.96906 -5.49641 -11.14414
H 8.15145 -6.11188 -9.48114
H 6.72340 -6.57110 -10.45946
H 6.67948 -5.49189 -7.52298
H 5.20606 -5.93209 -8.44112
H 5.29396 -4.37050 -7.58559
C -4.60002 6.98003 2.63857
S -3.12785 6.63941 1.64486
O -3.58948 6.28071 0.26334
C -2.68121 5.10128 2.48527
H -5.07029 7.89120 2.26087
H -5.30574 6.14973 2.56005
H -4.31115 7.12949 3.68176
H -3.50324 4.38461 2.41587
H -2.45315 5.31011 3.53323
H -1.79485 4.68334 1.99961
*
```

Results
Gap between HOMO and LUMO in eV: 5.96
Calculated total energy in eV: -175256.0957